Arrangement P

{
  "formula": "C8H21NSi",
  "method": "ωB97M-V with the def2-TZVPD basis set",
  "species": ["C", "C", "C", "C", "C", "C", "C", "C", "N", "Si", "H", "H", "H", "H", "H", "H", "H", "H", "H", "H", "H", "H", "H", "H", "H", "H", "H", "H", "H", "H", "H"],
  "positions_angstrom": [[2.32, 2.07, -0.79], [-0.17, -2.11, -1.88], [0.19, -2.13, 0.55], [-2.09, -1.56, -0.52], [0.48, 1.60, 2.00], [-1.77, 1.55, 1.40], [1.93, 0.47, -0.81], [-0.57, -1.42, -0.59], [-0.44, 1.22, 0.94], [0.00, 0.44, -0.51], [2.16, 2.68, -1.70], [1.83, 2.52, 0.02], [3.40, 2.22, -0.67], [-0.75, -1.81, -2.81], [0.93, -1.85, -2.13], [-0.33, -3.28, -1.74], [-0.27, -1.87, 1.63], [1.24, -1.91, 0.65], [-0.16, -3.19, 0.59], [-2.55, -1.02, 0.40], [-2.65, -0.96, -1.36], [-2.29, -2.54, -0.59], [1.39, 0.96, 1.97], [0.67, 2.66, 2.09], [-0.14, 1.40, 2.81], [-2.36, 0.93, 0.70], [-2.05, 1.12, 2.37], [-2.08, 2.64, 1.52], [2.34, 0.02, 0.01], [2.26, -0.04, -1.72], [-0.48, 1.20, -1.80]],
  "smiles": "CC[Si@H](N(C)C)C(C)(C)C",
  "molar_mass_g_mol": 159.35,
  "homo_ha": -0.31346,
  "gap_ev": 9.369
}



Arrangement Q

{
  "formula": "C8H21NSi",
  "method": "ωB97M-V with the def2-TZVPD basis set",
  "species": ["C", "C", "C", "C", "C", "C", "C", "C", "N", "Si", "H", "H", "H", "H", "H", "H", "H", "H", "H", "H", "H", "H", "H", "H", "H", "H", "H", "H", "H", "H", "H"],
  "positions_angstrom": [[-0.41, 2.73, -0.24], [-1.31, -1.83, -0.72], [-2.69, -0.67, 1.01], [2.09, -1.53, 1.11], [1.65, -0.18, -1.91], [-1.03, 1.45, -0.55], [-1.28, -0.98, 0.56], [-0.50, 0.34, 0.50], [2.79, 0.97, 0.56], [1.51, -0.08, 0.03], [0.62, 2.71, -0.52], [-1.06, 3.58, -0.74], [-0.50, 2.91, 0.82], [-2.15, -1.36, -1.37], [-1.73, -2.77, -0.43], [-0.32, -1.84, -1.13], [-3.29, -0.33, 0.15], [-3.23, -1.54, 1.37], [-2.75, 0.02, 1.84], [1.43, -2.41, 1.22], [3.05, -2.10, 0.86], [2.06, -1.11, 2.16], [2.16, -1.14, -2.02], [0.71, -0.27, -2.37], [2.23, 0.70, -2.44], [-0.82, 1.22, -1.62], [-2.15, 1.68, -0.52], [-0.67, -1.58, 1.33], [-0.46, 0.70, 1.54], [2.71, 1.90, 0.17], [3.36, 0.81, 1.38]],
  "smiles": "CC[C@@H](C(C)C)[Si](C)(C)N",
  "molar_mass_g_mol": 159.35,
  "homo_ha": -0.31668,
  "gap_ev": 9.494
}



Stability ranking, top and bottom: arrangement Q is the most stable and arrangement P is the least stable.



Arrangement P

{
  "formula": "C7H23NO6",
  "method": "ωB97M-V with the def2-TZVPD basis set",
  "species": ["C", "C", "C", "N", "C", "C", "C", "C", "H", "H", "H", "H", "H", "H", "H", "H", "H", "H", "H", "H", "H", "O", "H", "H", "O", "H", "H", "O", "H", "H", "O", "H", "H", "O", "H", "H", "O"],
  "positions_angstrom": [[1.31, -0.76, 0.87], [0.00, -0.81, 0.24], [-0.49, -2.01, -0.17], [-1.63, -1.65, -0.91], [-1.91, -0.25, -0.85], [-0.96, 0.30, 0.04], [-0.93, 1.58, 0.77], [-2.82, 0.31, -1.85], [1.93, 0.24, 0.88], [2.01, -1.51, 0.38], [1.29, -1.13, 1.94], [0.12, -2.90, -0.20], [-2.06, -2.16, -1.64], [-0.01, 1.74, 1.28], [-0.87, 2.49, 0.13], [-1.79, 1.79, 1.32], [-3.80, -0.25, -2.15], [-2.13, 0.74, -2.79], [-3.31, 1.25, -1.39], [1.70, -2.34, -2.88], [0.53, -3.30, -3.16], [1.16, -3.05, -2.55], [3.83, -0.57, -1.44], [2.84, -1.66, -1.98], [3.71, -1.53, -1.64], [-0.09, 1.04, 3.44], [1.04, 0.88, 4.51], [0.63, 1.52, 3.94], [-1.79, -0.61, 2.18], [-1.63, -2.01, 2.67], [-1.84, -1.10, 3.07], [-1.08, 2.80, -2.69], [-0.01, 3.75, -3.05], [-0.42, 2.97, -3.39], [3.28, 1.98, 2.27], [1.87, 2.01, 2.78], [2.34, 2.19, 2.04]],
  "smiles": "Cc1c[nH]c(C)c1C.O.O.O.O.O.O",
  "molar_mass_g_mol": 217.26,
  "homo_ha": -0.29288,
  "gap_ev": 8.308
}



Arrangement Q

{
  "formula": "C7H23NO6",
  "method": "ωB97M-V with the def2-TZVPD basis set",
  "species": ["C", "C", "C", "C", "N", "C", "C", "C", "H", "H", "H", "H", "H", "H", "H", "H", "H", "H", "H", "H", "H", "O", "H", "H", "O", "H", "H", "O", "H", "H", "O", "H", "H", "O", "H", "H", "O"],
  "positions_angstrom": [[0.05, -3.17, 0.03], [0.63, -2.01, -0.77], [-0.23, -0.83, -0.52], [-0.20, -0.13, 0.72], [-1.30, 0.72, 0.81], [-1.87, 0.75, -0.47], [-1.28, -0.25, -1.22], [-2.77, 1.88, -0.83], [0.50, -4.14, -0.03], [-0.11, -2.88, 1.04], [-0.96, -3.53, -0.42], [0.75, -2.17, -1.85], [1.68, -1.74, -0.34], [0.19, -0.70, 1.55], [-1.49, 1.38, 1.55], [-1.62, -0.46, -2.26], [-3.26, 2.30, 0.17], [-2.28, 2.75, -1.37], [-3.54, 1.56, -1.48], [1.67, 1.10, 1.69], [1.92, 2.02, 0.52], [2.38, 1.54, 1.19], [-1.61, -1.62, 4.27], [-2.37, -2.13, 2.94], [-1.42, -1.89, 3.36], [-2.49, -2.80, 0.56], [-2.88, -1.39, 0.88], [-3.08, -2.29, 1.13], [3.00, 2.29, -3.07], [2.83, 0.77, -2.38], [2.41, 1.65, -2.72], [1.41, 2.51, -1.43], [0.14, 2.62, -0.68], [1.02, 2.79, -0.61], [3.68, 0.57, 0.20], [4.50, 1.52, -0.54], [4.12, 0.64, -0.71]],
  "smiles": "CCc1c[nH]c(C)c1.O.O.O.O.O.O",
  "molar_mass_g_mol": 217.26,
  "homo_ha": -0.29957,
  "gap_ev": 8.666
}



Stability ranking, top and bottom: arrangement Q is the most stable and arrangement P is the least stable.